Model a:
ORCA calculation (wB97M-V/def2-TZVPD) on a molecular structure, C6H7NO2S.

CARTESIAN COORDINATES (ANGSTROEM)
C -0.71670 -2.06283 -2.05581
C 0.02754 -1.03724 -1.20630
C 1.40632 -0.83349 -1.04129
C 1.65740 0.20729 -0.06581
C 0.50595 0.72486 0.49463
C 0.35097 1.30821 1.96404
H -1.23253 -0.20663 -3.11804
H -2.55970 -0.94198 -1.78858
H 0.17687 -2.47802 -2.69981
H -1.19620 -3.03125 -1.52310
H 2.11829 -1.38679 -1.73042
H 2.58927 0.59938 0.37007
H 2.18968 1.02178 2.33527
N -1.90784 -1.16157 -2.59724
O 1.51381 1.57145 2.61132
O -0.74628 1.56996 2.34171
S -0.89125 -0.02610 -0.11411

The calculation puts the HOMO energy at -8.86 eV. For the molar mass, the calculation gives 157.2 g mol⁻¹. As for the charge: 0. As for the LUMO energy: 0.05 eV. As for the HOMO-LUMO gap: 8.92 eV. Its spin multiplicity is 1.

For each atom in turn, the Löwdin charge in e is: atom 1 (C): -0.269, atom 2 (C): -0.558, atom 3 (C): -0.107, atom 4 (C): -0.130, atom 5 (C): -0.450, atom 6 (C): -0.500, atom 7 (H): 0.199, atom 8 (H): 0.029, atom 9 (H): 0.126, atom 10 (H): 0.143, atom 11 (H): 0.124, atom 12 (H): 0.110, atom 13 (H): 0.053, atom 14 (N): -0.109, atom 15 (O): 0.136, atom 16 (O): 0.104, atom 17 (S): 1.098

Model b:
ORCA calculation (wB97M-V/def2-TZVPD) on 2 unconnected molecules or ions with the total composition C6H7NO2S.

CARTESIAN COORDINATES (ANGSTROEM)
C -0.13446 -0.04550 3.79327
C -1.56422 -1.29594 -1.97675
C -0.42449 -0.32115 1.23261
C -0.02487 -0.85260 0.03169
C 0.28929 -0.05081 2.50093
C -0.73234 -0.90175 -1.10699
N 1.70441 0.23666 2.45086
O 2.04189 1.14748 3.20256
O 2.57986 -0.34809 1.80950
S 0.62793 1.05705 -2.15331
H 0.49770 0.26537 4.58610
H -1.12203 -0.10322 3.94567
H -1.68405 -0.79639 -2.95431
H -2.08990 -2.10227 -1.56580
H -1.49463 -0.22621 1.36331
H 1.03758 -1.11792 0.05583
H 1.45704 0.24299 -2.76126

The calculation puts the HOMO energy (alpha / beta) at -8.40 / -8.39 eV. For the molar mass, the calculation gives 157.2 g mol⁻¹. As for the charge: 0. As for the LUMO energy (alpha / beta): -1.87 / -1.87 eV. As for the HOMO-LUMO gap (alpha / beta): 6.53 / 6.52 eV. Its spin multiplicity is 1.

For each atom in turn, the Löwdin charge in e is: atom 1 (C): 0.165, atom 2 (C): 0.023, atom 3 (C): 0.007, atom 4 (C): -0.190, atom 5 (C): -0.181, atom 6 (C): -0.220, atom 7 (N): -0.348, atom 8 (O): 0.056, atom 9 (O): 0.080, atom 10 (S): 0.389, atom 11 (H): 0.081, atom 12 (H): 0.039, atom 13 (H): 0.091, atom 14 (H): 0.071, atom 15 (H): 0.118, atom 16 (H): 0.117, atom 17 (H): -0.298

Model c:
ORCA calculation (wB97M-V/def2-TZVPD) on a single C6H7NO2S molecule.

CARTESIAN COORDINATES (ANGSTROEM)
C -3.03415 0.75942 -0.00296
C -1.78030 0.02881 -0.03444
C -1.67518 -1.34475 0.01133
S -0.02839 -1.80624 0.05745
C 0.55550 -0.19366 -0.06642
C 2.00001 0.10074 -0.01704
O 2.88986 -0.68854 -0.09366
O 2.27013 1.39354 0.10641
C -0.52526 0.68274 -0.07019
N -0.25450 2.15223 -0.00185
H -3.93385 0.07224 -0.23336
H -3.29200 1.28966 0.97323
H -2.96235 1.52672 -0.80493
H -2.46500 -2.02024 0.00891
H 1.44464 1.88806 0.02654
H -0.48494 2.62782 0.88302
H -0.59446 2.61006 -0.78330

The calculation puts the HOMO energy at -9.32 eV. Its structure (SMILES) is Cc1csc(C(=O)O)c1N. For the molar mass, the calculation gives 157.2 g mol⁻¹. As for the charge: 0. As for the LUMO energy: 0.31 eV. As for the HOMO-LUMO gap: 9.64 eV. Its spin multiplicity is 1.

For each atom in turn, the Löwdin charge in e is: atom 1 (C): -0.074, atom 2 (C): -0.382, atom 3 (C): -0.333, atom 4 (S): 1.103, atom 5 (C): -0.375, atom 6 (C): -0.583, atom 7 (O): 0.110, atom 8 (O): 0.115, atom 9 (C): -0.244, atom 10 (N): 0.086, atom 11 (H): 0.110, atom 12 (H): 0.104, atom 13 (H): 0.083, atom 14 (H): 0.058, atom 15 (H): 0.034, atom 16 (H): 0.123, atom 17 (H): 0.064

Which of them is least stable? Easy: model b.

Model a:
ORCA calculation (wB97M-V/def2-TZVPD) on a gas-phase ion, C5H6N (charge +1).

CARTESIAN COORDINATES (ANGSTROEM)
C 1.55374 0.82477 0.17375
C -1.83228 -0.75092 0.10219
C 0.55115 -0.04283 0.08339
C 2.07943 -0.50800 -0.05397
C -1.93354 0.71743 -0.08451
N -0.70816 -0.21649 -0.02318
H 1.64946 1.90872 0.26021
H -2.27443 -1.69240 0.27233
H 2.13844 -0.92610 -1.01308
H 2.66451 -1.08625 0.67995
H -1.98067 1.24089 -1.04426
H -2.02745 1.40178 0.87612

The calculation puts the HOMO energy (alpha / beta) at -12.11 / -15.70 eV. For the molar mass, the calculation gives 80.1 g mol⁻¹. As for the charge: +1. As for the LUMO energy (alpha / beta): -3.14 / -7.79 eV. As for the HOMO-LUMO gap (alpha / beta): 8.97 / 7.90 eV. The expectation value of S² is 2.01. Its spin multiplicity is 3.

For each atom in turn, the Löwdin charge in e is: atom 1 (C): 0.081, atom 2 (C): 0.027, atom 3 (C): -0.092, atom 4 (C): 0.081, atom 5 (C): 0.078, atom 6 (N): 0.013, atom 7 (H): 0.141, atom 8 (H): 0.127, atom 9 (H): 0.110, atom 10 (H): 0.140, atom 11 (H): 0.124, atom 12 (H): 0.168

Model b:
ORCA calculation (wB97M-V/def2-TZVPD) on a gas-phase ion, C5H6N (charge +1).

CARTESIAN COORDINATES (ANGSTROEM)
C -0.99578 -0.18333 -0.57378
C -0.56975 1.25610 -0.39102
C -0.60234 0.25121 0.87080
C 0.25790 -0.79289 0.09293
C 0.70441 1.35582 0.20268
N 1.38622 0.08394 -0.17230
H -1.94095 -0.43202 -0.97380
H -1.28313 1.99052 -0.04611
H -1.28350 0.42534 1.64973
H 0.41022 -1.90547 0.26280
H 2.17487 -0.24846 0.51272
H 1.81990 0.10921 -1.13313

The calculation puts the HOMO energy (alpha / beta) at -10.60 / -15.82 eV. For the molar mass, the calculation gives 80.1 g mol⁻¹. As for the charge: +1. As for the LUMO energy (alpha / beta): -3.51 / -6.52 eV. As for the HOMO-LUMO gap (alpha / beta): 7.09 / 9.30 eV. The expectation value of S² is 2.01. Its spin multiplicity is 3.

For each atom in turn, the Löwdin charge in e is: atom 1 (C): -0.001, atom 2 (C): -0.087, atom 3 (C): -0.045, atom 4 (C): -0.108, atom 5 (C): 0.087, atom 6 (N): 0.072, atom 7 (H): 0.140, atom 8 (H): 0.151, atom 9 (H): 0.144, atom 10 (H): 0.193, atom 11 (H): 0.242, atom 12 (H): 0.212

Which of them is least stable? Easy: model b.

Model a:
ORCA calculation (wB97M-V/def2-TZVPD) on 4 unconnected molecules or ions with the total composition C5H18O3.

CARTESIAN COORDINATES (ANGSTROEM)
C -0.39928 1.78451 1.19275
C -1.88960 1.79283 0.81590
C -2.70268 0.75999 1.54620
C -4.10112 0.65562 0.90882
C -2.79324 1.04256 3.07258
H 0.07321 0.91489 0.78204
H 0.15207 2.68794 0.91194
H -0.29386 1.78599 2.28618
H -2.25564 2.79056 1.08267
H -1.97433 1.73591 -0.26764
H -2.28370 -0.22510 1.36903
H -4.72815 -0.05533 1.46384
H -4.02879 0.15052 -0.06403
H -4.60767 1.61228 0.77999
H -2.33349 2.00492 3.28249
H -2.35438 0.23588 3.65920
H -3.85083 1.10607 3.33670
O 5.49055 0.76839 -5.06827
H 4.53016 0.66800 -5.03849
H 5.75524 0.08238 -4.43808
O 4.56220 -4.87263 -1.00122
H 4.02219 -4.33779 -1.60462
H 4.22994 -5.75960 -1.18219
O 3.95456 -2.56241 -2.99157
H 3.22214 -2.09197 -2.55111
H 4.60450 -2.67440 -2.28308

The calculation puts the HOMO energy at -11.16 eV. Its structure (SMILES) is CCC(C)C.O.O.O. For the molar mass, the calculation gives 126.2 g mol⁻¹. As for the charge: 0. As for the LUMO energy: 0.34 eV. As for the HOMO-LUMO gap: 11.51 eV. Its spin multiplicity is 1.

For each atom in turn, the Löwdin charge in e is: atom 1 (C): -0.105, atom 2 (C): -0.267, atom 3 (C): -0.446, atom 4 (C): -0.097, atom 5 (C): -0.062, atom 6 (H): 0.060, atom 7 (H): 0.071, atom 8 (H): 0.067, atom 9 (H): 0.112, atom 10 (H): 0.107, atom 11 (H): 0.124, atom 12 (H): 0.074, atom 13 (H): 0.074, atom 14 (H): 0.079, atom 15 (H): 0.067, atom 16 (H): 0.074, atom 17 (H): 0.068, atom 18 (O): -0.065, atom 19 (H): 0.031, atom 20 (H): 0.030, atom 21 (O): -0.064, atom 22 (H): 0.002, atom 23 (H): 0.041, atom 24 (O): -0.061, atom 25 (H): 0.057, atom 26 (H): 0.031

Model b:
ORCA calculation (wB97M-V/def2-TZVPD) on 4 unconnected molecules or ions with the total composition C5H18O3.

CARTESIAN COORDINATES (ANGSTROEM)
C 1.77850 1.78230 1.50119
C 1.34855 0.27353 1.44580
C -0.11399 0.22628 0.73583
C -0.10867 -0.53739 -0.54008
C 1.13270 -0.17652 -1.35954
H 2.07608 1.89462 2.55818
H 2.61648 1.93843 0.83614
H 1.09784 2.63360 1.34071
H 1.96261 -0.36720 0.75010
H 1.22046 -0.17313 2.43033
H -0.90171 -0.16202 1.47310
H -0.32980 1.28118 0.64972
H 0.00400 -1.64865 -0.42654
H -0.98830 -0.46306 -1.14124
H 0.91470 -0.37762 -2.38270
H 1.46579 0.79373 -1.26646
H 1.97184 -0.91724 -1.22971
O -3.26916 -1.47818 -0.15969
H -3.22442 -0.55980 0.14988
H -4.10654 -1.68370 -0.69122
O 0.81142 -4.57190 -0.04557
H 0.11386 -4.15200 -0.63039
H 1.60070 -4.01550 0.01337
O -2.19553 3.32771 -1.15759
H -3.09780 3.09677 -1.31647
H -1.77961 4.03575 -1.53714

The calculation puts the HOMO energy at -10.28 eV. Its structure (SMILES) is CCCCC.O.O.O. For the molar mass, the calculation gives 126.2 g mol⁻¹. As for the charge: 0. As for the LUMO energy: 0.48 eV. As for the HOMO-LUMO gap: 10.76 eV. Its spin multiplicity is 1.

For each atom in turn, the Löwdin charge in e is: atom 1 (C): -0.115, atom 2 (C): -0.205, atom 3 (C): -0.222, atom 4 (C): -0.277, atom 5 (C): -0.119, atom 6 (H): 0.064, atom 7 (H): 0.055, atom 8 (H): 0.069, atom 9 (H): 0.088, atom 10 (H): 0.087, atom 11 (H): 0.119, atom 12 (H): 0.073, atom 13 (H): 0.106, atom 14 (H): 0.078, atom 15 (H): 0.058, atom 16 (H): 0.045, atom 17 (H): 0.088, atom 18 (O): -0.097, atom 19 (H): 0.029, atom 20 (H): 0.078, atom 21 (O): -0.091, atom 22 (H): 0.060, atom 23 (H): 0.026, atom 24 (O): -0.009, atom 25 (H): 0.028, atom 26 (H): -0.016

Which of them is least stable? Easy: model b.

Model a:
ORCA calculation (wB97M-V/def2-TZVPD) on a single C4H4O3 molecule.

CARTESIAN COORDINATES (ANGSTROEM)
C 0.03155 -2.04464 1.82265
C 0.39930 -0.73125 1.78110
O 0.24801 0.24612 0.86885
C -0.01592 0.09590 -0.44871
O -0.04781 -0.90578 -1.09362
C -0.11088 1.68991 -0.99367
O -0.54153 1.76154 -2.13812
H -0.84565 -2.40242 0.92515
H 0.32973 -2.56885 2.65496
H 1.03683 -0.32098 2.69900
H 0.38536 2.41767 -0.34421

The calculation puts the HOMO energy at -9.87 eV. Its structure (SMILES) is C=COC(=O)C=O. For the molar mass, the calculation gives 100.1 g mol⁻¹. As for the charge: 0. As for the LUMO energy: -0.38 eV. As for the HOMO-LUMO gap: 9.49 eV. Its spin multiplicity is 1.

For each atom in turn, the Löwdin charge in e is: atom 1 (C): 0.032, atom 2 (C): -0.233, atom 3 (O): -0.015, atom 4 (C): -0.386, atom 5 (O): 0.151, atom 6 (C): -0.064, atom 7 (O): 0.069, atom 8 (H): 0.163, atom 9 (H): 0.007, atom 10 (H): 0.154, atom 11 (H): 0.120

Model b:
ORCA calculation (wB97M-V/def2-TZVPD) on a molecular structure, C4H4O3.

CARTESIAN COORDINATES (ANGSTROEM)
C 0.93188 0.83943 -1.38410
C -0.38402 0.37311 -0.85741
O -1.43309 0.42999 -1.45047
C -0.50167 -0.27504 0.52192
O -0.71639 0.46677 1.49643
C -0.55481 -1.28640 1.81992
O 0.40988 -1.76576 2.33667
H 1.36589 1.57312 -0.69953
H 0.83311 1.27073 -2.38459
H 1.62250 -0.00883 -1.43214
H -1.57328 -1.61712 2.03329

The calculation puts the HOMO energy at -9.43 eV. For the molar mass, the calculation gives 100.1 g mol⁻¹. As for the charge: 0. As for the LUMO energy: 0.09 eV. As for the HOMO-LUMO gap: 9.52 eV. Its spin multiplicity is 1.

For each atom in turn, the Löwdin charge in e is: atom 1 (C): 0.006, atom 2 (C): -0.382, atom 3 (O): 0.127, atom 4 (C): -0.075, atom 5 (O): 0.109, atom 6 (C): -0.272, atom 7 (O): 0.054, atom 8 (H): 0.098, atom 9 (H): 0.096, atom 10 (H): 0.099, atom 11 (H): 0.141

Model c:
ORCA calculation (wB97M-V/def2-TZVPD) on a single C4H4O3 molecule.

CARTESIAN COORDINATES (ANGSTROEM)
O -1.73058 0.04975 -1.15098
C -0.52688 0.04160 -0.96423
O 0.44906 0.40067 -1.89251
C 0.66520 1.33353 -0.87296
C 0.00195 -0.54860 0.22504
C -0.32407 -1.05594 1.52892
O 0.68686 -1.61658 0.57333
H 0.18704 2.30413 -1.04087
H 1.67226 1.37881 -0.48841
H -1.21181 -1.67126 1.66812
H 0.13097 -0.61611 2.41454

The calculation puts the HOMO energy (alpha / beta) at -8.74 / -8.74 eV. For the molar mass, the calculation gives 100.1 g mol⁻¹. As for the charge: 0. As for the LUMO energy (alpha / beta): -0.31 / -0.31 eV. As for the HOMO-LUMO gap (alpha / beta): 8.43 / 8.43 eV. Its spin multiplicity is 1.

For each atom in turn, the Löwdin charge in e is: atom 1 (O): 0.090, atom 2 (C): -0.621, atom 3 (O): 0.020, atom 4 (C): 0.007, atom 5 (C): -0.136, atom 6 (C): 0.057, atom 7 (O): 0.128, atom 8 (H): 0.113, atom 9 (H): 0.090, atom 10 (H): 0.129, atom 11 (H): 0.123

Model d:
ORCA calculation (wB97M-V/def2-TZVPD) on a single C4H4O3 molecule.

CARTESIAN COORDINATES (ANGSTROEM)
C -1.68399 0.28569 -0.48903
C -0.77882 -0.77214 0.06793
O -0.92145 -1.95438 0.09358
C 0.89915 -0.09257 0.13969
O 0.16410 -0.12654 1.17661
C 2.34234 0.26400 0.29247
O 2.70661 1.41674 0.30572
H -2.62402 0.24916 0.07153
H -1.89383 0.04015 -1.53241
H -1.25443 1.28438 -0.42205
H 3.04433 -0.59449 0.29598

The calculation puts the HOMO energy at -9.34 eV. For the molar mass, the calculation gives 100.1 g mol⁻¹. As for the charge: 0. As for the LUMO energy: -0.23 eV. As for the HOMO-LUMO gap: 9.11 eV. Its spin multiplicity is 1.

For each atom in turn, the Löwdin charge in e is: atom 1 (C): 0.009, atom 2 (C): -0.503, atom 3 (O): 0.120, atom 4 (C): -0.017, atom 5 (O): 0.111, atom 6 (C): -0.209, atom 7 (O): 0.069, atom 8 (H): 0.101, atom 9 (H): 0.100, atom 10 (H): 0.090, atom 11 (H): 0.131

Which of them is least stable? Easy: model c.